Entry 1:
Here is a cluster of 2 separate species, C4H6ClN in total at a distorted geometry from the Open Molecules 2025 dataset. Energies are from ωB97M-V/def2-TZVPD.

Last column: natural (NBO) charge in e.
CARTESIAN COORDINATES (ANGSTROEM)
1 C 0.996 2.265 -1.682  -0.51
2 C 0.339 1.157 -1.624  -0.03
3 C -0.684 -0.620 1.136  -0.35
4 C -0.286 -1.705 0.178  -0.34
5 N 0.711 -0.834 0.691  -0.17
6 Cl -0.619 0.131 -2.461  0.11
7 H 0.480 3.233 -1.871  0.21
8 H 2.050 2.277 -1.220  0.24
9 H -1.243 0.300 1.021  0.22
10 H -1.026 -0.959 2.201  0.21
11 H -0.367 -2.688 0.529  0.21
12 H -0.503 -1.795 -0.881  0.21

Properties
E ... -18250.89106 eV
HOMO (spin up / spin down) ... -9.49 / -7.89 eV
LUMO energy (spin up / spin down) ... 0.20 / -0.29 eV
Multiplicity ... 1

***

Entry 2:
Here is a cluster of 2 separate species, C4H6ClN2O2S in total at a distorted geometry from the Open Molecules 2025 dataset. Energies are from ωB97M-V/def2-TZVPD.

Last column: natural (NBO) charge in e.
CARTESIAN COORDINATES (ANGSTROEM)
1 C -1.901 -2.208 -1.824  -0.04
2 C -1.800 -2.117 -0.459  0.13
3 C -0.405 -0.667 -1.343  0.58
4 C 2.421 2.675 1.694  -0.80
5 N -0.855 -1.194 -0.159  -0.54
6 N -0.911 -1.424 -2.331  -0.51
7 O -0.300 2.366 0.965  -0.80
8 O 0.997 0.283 1.413  -0.92
9 S 1.024 1.702 0.916  1.73
10 Cl -2.605 -2.972 0.806  0.15
11 H -2.571 -2.615 -2.513  0.26
12 H 3.079 3.067 1.014  0.25
13 H 1.938 3.505 2.316  0.29
14 H 3.077 1.829 2.156  0.28
15 H -0.291 -1.033 0.633  0.49
16 H -0.895 -1.197 -3.284  0.45

Properties
E ... -34666.27913 eV
HOMO (spin up / spin down) ... -14.30 / -12.83 eV
LUMO energy (spin up / spin down) ... -5.31 / -7.47 eV
Total charge ... +1
Multiplicity ... 1

***

Entry 3:
Here is a structure of composition C4H6ClN2O8PSSr at a distorted geometry from the Open Molecules 2025 dataset. Energies are from ωB97M-V/def2-TZVPD.

Last column: Löwdin charge in e.
CARTESIAN COORDINATES (ANGSTROEM)
1 N 2.985 -0.281 0.443  -0.12
2 P 1.865 1.082 0.378  0.72
3 O 2.200 2.019 1.777  -0.24
4 C 0.043 0.560 0.561  -0.27
5 O -0.686 1.666 -0.131  -0.20
6 S -0.792 1.337 -1.785  0.90
7 O 0.385 1.853 -2.666  -0.66
8 O -1.992 1.844 -2.533  -0.13
9 O -0.604 -0.333 -1.639  -0.16
10 C -0.526 -0.729 -0.214  -0.37
11 C -2.074 -1.168 0.079  0.00
12 C -2.795 -0.258 1.175  -0.68
13 O -3.534 0.682 0.771  0.02
14 Cl -2.673 -0.473 2.979  0.68
15 O 0.154 -2.012 -0.017  -0.05
16 N 1.100 -2.215 -1.003  -0.02
17 O 0.718 -3.040 -1.773  0.17
18 H 2.830 -0.878 1.272  0.08
19 H 3.938 0.143 0.464  0.08
20 H 2.265 1.385 2.539  0.10
21 H -0.218 0.442 1.667  0.16
22 H -2.651 -1.208 -0.922  0.17
23 H -2.075 -2.262 0.456  0.16
24 Sr 2.137 1.842 -1.877  1.65

Properties
E ... -57062.24319 eV
HOMO ... -16.57 eV
LUMO energy ... -8.41 eV
Total charge ... +2
Multiplicity ... 1

***

Entry 4:
Here is a cluster of 2 separate species, C4H6ClN2S in total at a distorted geometry from the Open Molecules 2025 dataset. Energies are from ωB97M-V/def2-TZVPD.

Last column: natural (NBO) charge in e.
CARTESIAN COORDINATES (ANGSTROEM)
1 C 0.172 -0.077 -1.754  -0.16
2 C 1.137 0.088 -0.797  0.16
3 C -0.749 0.039 0.270  0.44
4 C -1.698 -0.052 1.285  -0.68
5 N -1.003 -0.094 -1.044  -0.47
6 N 0.592 0.196 0.418  -0.55
7 S 3.742 -0.336 -0.792  0.29
8 Cl 4.029 0.077 1.038  -0.06
9 H 0.290 -0.123 -2.907  0.29
10 H -1.257 0.394 2.243  0.26
11 H -2.589 0.508 0.982  0.26
12 H -1.911 -1.117 1.408  0.27
13 H -1.952 -0.036 -1.563  0.47
14 H 1.197 0.531 1.214  0.47

Properties
E ... -30573.29477 eV
HOMO (spin up / spin down) ... -13.01 / -13.00 eV
LUMO energy (spin up / spin down) ... -5.90 / -5.91 eV
Total charge ... +1
Multiplicity ... 1

***

Entry 5:
Here is a cluster of 3 separate species, C4H6ClN3 in total at a distorted geometry from the Open Molecules 2025 dataset. Energies are from ωB97M-V/def2-TZVPD.

Last column: natural (NBO) charge in e.
CARTESIAN COORDINATES (ANGSTROEM)
1 C -3.103 -0.751 0.069  -0.14
2 C -1.920 -0.170 0.038  -0.10
3 C 0.358 0.007 0.199  0.24
4 C 3.098 0.991 -0.177  -0.12
5 H -3.426 -1.770 0.198  0.22
6 H -1.988 0.913 -0.172  0.19
7 H 0.278 0.952 0.612  0.18
8 H 1.230 -1.911 -0.408  0.40
9 H 2.135 2.221 0.682  0.20
10 H 4.238 1.018 -0.664  0.24
11 N -0.677 -0.714 -0.339  -0.47
12 N 1.459 -0.715 0.387  -0.47
13 N 2.943 -0.431 -0.302  -0.25
14 Cl -4.626 0.361 -0.124  -0.12

Properties
E ... -21227.34322 eV
HOMO ... -8.67 eV
LUMO energy ... -1.51 eV
Multiplicity ... 1

***

Entry 6:
Here is the ion C4H6ClN4 with charge +1 at a distorted geometry from the Open Molecules 2025 dataset. Energies are from ωB97M-V/def2-TZVPD.

Last column: natural (NBO) charge in e.
CARTESIAN COORDINATES (ANGSTROEM)
1 C 1.649 1.963 -0.269  0.21
2 C 2.233 -0.463 -0.128  0.31
3 C -0.342 0.355 0.005  0.60
4 C 1.280 0.668 0.340  -0.39
5 N 2.035 2.952 -0.677  -0.18
6 N 1.701 -1.492 -0.638  -0.66
7 N -0.728 -0.846 -0.345  -0.70
8 N -1.306 1.292 0.306  -0.75
9 Cl 3.955 -0.371 0.279  0.08
10 H 1.315 0.800 1.392  0.30
11 H 2.384 -2.297 -1.009  0.43
12 H 0.114 -1.433 -0.419  0.45
13 H -1.690 -1.100 -0.230  0.43
14 H -1.008 2.280 0.155  0.44
15 H -2.273 1.059 0.069  0.43

Properties
SMILES string ... [H]/N=C(\Cl)[C@@H](C#N)C(N)=[NH2+]
E ... -22720.26945 eV
HOMO ... -15.41 eV
LUMO energy ... -4.09 eV
Total charge ... +1
Multiplicity ... 1

***

Entry 7:
Here is an isolated molecule of C4H6ClNO at a distorted geometry from the Open Molecules 2025 dataset. Energies are from ωB97M-V/def2-TZVPD.

Last column: natural (NBO) charge in e.
CARTESIAN COORDINATES (ANGSTROEM)
1 C -0.740 -0.530 1.000  -0.41
2 C 0.747 -0.422 0.547  -0.09
3 C 1.187 -0.051 -0.882  -0.26
4 C 0.605 2.031 -0.050  0.52
5 H -1.205 -0.552 2.033  0.25
6 H -1.437 0.202 0.536  0.22
7 H 1.269 -1.161 1.297  0.24
8 H 0.531 0.515 -1.692  0.26
9 H 2.072 -0.684 -1.507  0.23
10 H 0.127 2.458 0.893  0.14
11 N 1.391 0.885 0.214  -0.44
12 O 0.413 2.554 -1.189  -0.56
13 Cl -1.482 -1.975 0.163  -0.09

Properties
SMILES string ... O=CN1C[C@@H]1CCl
E ... -20302.14751 eV
HOMO ... -10.24 eV
LUMO energy ... 0.72 eV
Multiplicity ... 1

***

Entry 8:
Here is an isolated molecule of C4H6ClNO2 at a distorted geometry from the Open Molecules 2025 dataset. Energies are from ωB97M-V/def2-TZVPD.

Last column: natural (NBO) charge in e.
CARTESIAN COORDINATES (ANGSTROEM)
1 C -1.429 -0.065 -0.058  -0.44
2 C -0.403 -0.464 -1.075  -0.42
3 C -0.522 -0.100 1.176  -0.30
4 C 0.844 -0.238 -0.134  0.02
5 N 1.578 1.017 -0.012  0.47
6 O 1.006 2.061 -0.345  -0.40
7 O 2.724 1.028 0.460  -0.37
8 Cl 1.862 -1.577 0.043  0.07
9 H -1.795 0.933 -0.381  0.23
10 H -2.400 -0.745 0.122  0.22
11 H -0.250 -1.504 -1.225  0.23
12 H -0.452 0.126 -2.009  0.24
13 H -0.511 0.700 1.899  0.23
14 H -0.254 -1.173 1.538  0.22

Properties
SMILES string ... O=[N+]([O-])C1(Cl)CCC1
E ... -22347.71632 eV
HOMO ... -10.09 eV
LUMO energy ... -0.23 eV
Multiplicity ... 1

***

Entry 9:
Here is a cluster of 2 separate species, C4H6ClNOS in total at a distorted geometry from the Open Molecules 2025 dataset. Energies are from ωB97M-V/def2-TZVPD.

Last column: natural (NBO) charge in e.
CARTESIAN COORDINATES (ANGSTROEM)
1 C -0.698 -0.922 0.078  0.79
2 C -2.438 0.171 -0.311  -0.35
3 C 1.715 -0.814 -0.015  -0.42
4 C 0.438 1.234 0.259  -0.43
5 N 0.439 -0.183 0.106  -0.48
6 O -0.909 -2.084 0.183  -0.54
7 S -2.853 1.702 -0.105  0.09
8 Cl -3.575 -0.980 -0.989  0.03
9 H 2.347 -0.597 0.875  0.20
10 H 1.871 -1.870 -0.179  0.24
11 H 2.205 -0.417 -0.903  0.20
12 H -0.457 1.735 -0.334  0.25
13 H 0.466 1.458 1.364  0.20
14 H 1.448 1.568 -0.029  0.21

Properties
E ... -31137.84580 eV
HOMO ... -8.56 eV
LUMO energy ... -0.34 eV
Multiplicity ... 1

***

Entry 10:
Here is an isolated molecule of C4H6ClNOS at a distorted geometry from the Open Molecules 2025 dataset. Energies are from ωB97M-V/def2-TZVPD.

Last column: natural (NBO) charge in e.
CARTESIAN COORDINATES (ANGSTROEM)
1 C 1.094 1.804 0.609  0.42
2 C -0.352 -0.234 -0.909  -0.28
3 C -0.397 -1.335 0.086  -0.54
4 C -0.278 1.174 0.965  -0.24
5 N -1.041 0.915 -0.198  -0.41
6 O 1.552 1.938 -0.507  -0.52
7 S 0.329 -0.567 1.614  0.11
8 Cl -2.686 0.499 0.141  0.09
9 H 1.660 2.077 1.446  0.13
10 H 0.668 0.199 -1.128  0.26
11 H -0.970 -0.379 -1.886  0.23
12 H -1.422 -1.466 0.240  0.23
13 H 0.300 -2.233 -0.132  0.26
14 H -0.845 1.896 1.650  0.26

Properties
SMILES string ... O=C[C@@H]1SCCN1Cl
E ... -31138.17423 eV
HOMO ... -9.23 eV
LUMO energy ... 0.55 eV
Multiplicity ... 1

***

Entry 11:
Here is a structure of composition C4H6ClNOS at a distorted geometry from the Open Molecules 2025 dataset. Energies are from ωB97M-V/def2-TZVPD.

Last column: natural (NBO) charge in e.
CARTESIAN COORDINATES (ANGSTROEM)
1 C 2.776 -0.553 -0.112  -0.27
2 C 0.582 -0.219 0.208  0.51
3 C -1.729 -0.149 0.763  -0.56
4 C -0.419 0.695 0.739  -0.24
5 H 2.713 -1.638 0.338  0.19
6 H 2.825 -0.598 -1.223  0.20
7 H 3.728 -0.186 0.273  0.19
8 H -2.605 0.394 0.544  0.24
9 H -1.817 -0.447 1.821  0.22
10 H -0.216 1.071 1.721  0.24
11 N 0.322 -1.377 -0.221  -0.63
12 O 1.793 0.251 0.406  -0.47
13 S -1.317 -1.523 -0.410  0.42
14 Cl -0.436 2.045 -0.483  -0.06

Properties
E ... -31139.38190 eV
HOMO ... -8.37 eV
LUMO energy ... 0.70 eV
Multiplicity ... 1

***

Entry 12:
Here is a structure of composition C4H6DyO at a distorted geometry from the Open Molecules 2025 dataset. Energies are from ωB97M-V/def2-TZVPD.

Last column: Löwdin charge in e.
CARTESIAN COORDINATES (ANGSTROEM)
1 C -2.514 1.095 0.473  -0.08
2 C -3.038 -0.271 0.414  -0.10
3 C -2.042 -1.229 0.211  -0.09
4 C -1.521 -1.459 -1.119  -0.20
5 O -0.353 -1.180 -1.411  -0.22
6 Dy 1.341 -1.356 -3.399  1.94
7 H -2.668 1.543 1.465  0.11
8 H -2.979 1.719 -0.302  0.09
9 H -3.767 -0.518 1.190  0.12
10 H -1.321 0.711 0.379  0.14
11 H -2.103 -2.142 0.813  0.14
12 H -2.154 -1.968 -1.866  0.15

Properties
E ... -30354.35016 eV
HOMO (spin up / spin down) ... -15.42 / -15.42 eV
LUMO energy (spin up / spin down) ... -9.46 / -10.52 eV
Total charge ... +2
<S²> ... 12.02
Multiplicity ... 7

***

What did the twelfth record say?
Here is a structure of composition C4H6DyO at a distorted geometry from the Open Molecules 2025 dataset. Energies are from ωB97M-V/def2-TZVPD.

Last column: Löwdin charge in e.
CARTESIAN COORDINATES (ANGSTROEM)
1 C -2.514 1.095 0.473  -0.08
2 C -3.038 -0.271 0.414  -0.10
3 C -2.042 -1.229 0.211  -0.09
4 C -1.521 -1.459 -1.119  -0.20
5 O -0.353 -1.180 -1.411  -0.22
6 Dy 1.341 -1.356 -3.399  1.94
7 H -2.668 1.543 1.465  0.11
8 H -2.979 1.719 -0.302  0.09
9 H -3.767 -0.518 1.190  0.12
10 H -1.321 0.711 0.379  0.14
11 H -2.103 -2.142 0.813  0.14
12 H -2.154 -1.968 -1.866  0.15

Properties
E ... -30354.35016 eV
HOMO (spin up / spin down) ... -15.42 / -15.42 eV
LUMO energy (spin up / spin down) ... -9.46 / -10.52 eV
Total charge ... +2
<S²> ... 12.02
Multiplicity ... 7